The following is a DFT calculation (ωB97M-V/def2-TZVPD) of a cluster of 4 separate species, C29H49BBrIO12 in total.

Each line ends with the Mulliken charge.
Geometry (Å):
C (-0.54514, -2.88699, 3.49287)  -0.957
B (-1.35592, -2.22750, 2.32797)  0.534
O (-1.11117, -2.48818, 0.99601)  -0.570
C (-2.47605, -1.15834, 2.69587)  0.381
C (-2.18684, 0.20930, 2.74265)  -0.975
C (-3.19151, 1.13244, 3.01994)  -0.195
I (-2.72609, 3.17018, 3.04188)  0.083
C (-4.50068, 0.73784, 3.27281)  -0.644
C (-4.78374, -0.61984, 3.26602)  0.697
C (-3.78198, -1.55267, 2.98177)  0.463
C (-4.13218, -2.99395, 2.97125)  0.137
O (-3.52948, -3.79767, 2.28844)  -0.584
C (-5.25366, -3.39956, 3.86311)  -0.806
C (-6.20645, -2.50642, 4.13136)  -0.145
Br (-7.67617, -2.88279, 5.22773)  -0.106
C (-6.16410, -1.11919, 3.54160)  0.346
O (-7.16156, -0.49659, 3.28789)  -0.534
H (0.08169, -3.71535, 3.16808)  0.250
H (-1.26243, -3.22752, 4.24781)  0.333
H (0.06575, -2.12386, 3.98682)  0.351
H (-1.69928, -3.16319, 0.64051)  0.318
H (-1.17981, 0.55744, 2.54659)  0.539
H (-5.29002, 1.44914, 3.47210)  0.536
H (-5.25996, -4.40531, 4.26179)  0.491
C (-2.67139, 3.13992, -4.04216)  -0.517
O (-3.72451, 2.29218, -3.62757)  -0.369
C (-3.94676, 1.13950, -4.40851)  -0.515
C (-3.59899, -0.18742, -3.75052)  0.087
O (-2.26847, -0.36127, -3.31395)  -0.499
C (-1.78640, 0.38667, -2.21614)  0.033
C (-2.35176, 0.09584, -0.83679)  0.023
O (-3.74102, 0.31007, -0.68932)  -0.334
C (-4.54492, -0.83170, -0.49569)  -0.624
H (-3.07210, 4.02653, -4.54121)  0.319
H (-2.11933, 3.47086, -3.15969)  0.212
H (-1.97389, 2.63834, -4.71676)  0.124
H (-3.42913, 1.22375, -5.37082)  0.298
H (-5.02115, 1.09177, -4.62383)  0.424
H (-3.72643, -0.93654, -4.53782)  0.408
H (-4.31496, -0.43972, -2.96642)  -0.190
H (-1.81593, 1.45656, -2.43562)  -0.158
H (-0.72622, 0.12098, -2.15393)  0.395
H (-1.84825, 0.80427, -0.16627)  0.197
H (-2.06001, -0.90615, -0.51013)  0.121
H (-3.99803, -1.75882, -0.68875)  0.380
H (-5.40371, -0.78598, -1.16975)  0.330
H (-4.92823, -0.85244, 0.52807)  -0.037
C (2.87469, -3.10204, 6.61719)  -0.916
O (3.17704, -2.48729, 5.38265)  -0.242
C (4.18039, -1.49474, 5.40435)  -0.539
C (5.47131, -1.84751, 4.68295)  -0.046
O (6.17427, -2.99422, 5.10970)  -0.452
C (5.61363, -4.27730, 4.92491)  -0.011
C (5.44491, -4.78031, 3.50128)  -0.514
O (4.59170, -4.01865, 2.67550)  -0.307
C (5.19520, -3.32700, 1.60326)  -0.838
H (1.92578, -2.72309, 7.00785)  0.257
H (2.76786, -4.17716, 6.45944)  0.254
H (3.65747, -2.93525, 7.36081)  0.426
H (4.39292, -1.18395, 6.43286)  0.390
H (3.78274, -0.61755, 4.87975)  0.345
H (6.15320, -1.01845, 4.89318)  0.396
H (5.32048, -1.85471, 3.60124)  -0.084
H (4.68512, -4.39217, 5.48792)  -0.112
H (6.33841, -4.95536, 5.38474)  0.397
H (4.99764, -5.77678, 3.59775)  0.355
H (6.42521, -4.91195, 3.03019)  0.364
H (6.28312, -3.29258, 1.69892)  0.405
H (4.81564, -2.30313, 1.57762)  0.230
H (4.93699, -3.80509, 0.65445)  0.250
C (0.24547, 2.04723, -6.19444)  -0.873
O (0.27768, 3.10730, -5.26080)  -0.329
C (0.89606, 2.82905, -4.02216)  -0.203
C (2.20525, 3.55119, -3.75009)  -0.238
O (3.26475, 3.35862, -4.66195)  -0.447
C (3.15983, 3.85744, -5.97886)  -0.014
C (3.14511, 5.36507, -6.16502)  -0.520
O (2.07609, 6.05149, -5.55168)  -0.333
C (2.40155, 6.89852, -4.47095)  -0.809
H (-0.75404, 1.60329, -6.23205)  0.171
H (0.47993, 2.44217, -7.18492)  0.261
H (0.96779, 1.26515, -5.95002)  0.439
H (1.02268, 1.74863, -3.89298)  0.354
H (0.20374, 3.16554, -3.24006)  0.217
H (2.57437, 3.13045, -2.81027)  0.395
H (2.03108, 4.61304, -3.56264)  -0.035
H (2.33177, 3.39193, -6.51750)  -0.108
H (4.07671, 3.51749, -6.46918)  0.406
H (3.05469, 5.52302, -7.24628)  0.373
H (4.10651, 5.79071, -5.85687)  0.362
H (3.41759, 6.72664, -4.10747)  0.394
H (1.70348, 6.71815, -3.65044)  0.233
H (2.30449, 7.94557, -4.77113)  0.245

Output
**E**: -4933.65449 a.u.
**Frontier orbital gap**: 7.49 eV
**HOMO level**: -8.9 eV
**Net charge**: 0
**Structure (SMILES)**: CB(O)c1cc(I)cc2c1C(=O)C=C(Br)C2=O.COCCOCCOC.COCCOCCOC.COCCOCCOC
**LUMO**: -0.0535 Ha
**Strongest force on any atom**: 0.4 eV/Å

The following is a DFT calculation (ωB97M-V/def2-TZVPD) of a cluster of 2 separate species, C4H8O2 in total in a non-equilibrium geometry.

Each line ends with the Mulliken charge.
Geometry (Å):
C (1.68788, -0.97502, 0.80264)  -0.981
C (0.64566, 0.83549, 0.40842)  0.124
O (0.37278, 1.95066, -0.32194)  -0.539
C (0.39709, -0.33092, -0.19319)  -0.657
C (-2.36510, -0.09543, -0.66993)  -0.063
O (-1.83454, 0.62101, -1.57566)  -0.504
H (2.42158, -1.36406, 0.09057)  0.280
H (2.23506, -0.48241, 1.61019)  0.347
H (1.14830, -1.82901, 1.23210)  0.258
H (0.75751, 1.29142, 1.39191)  0.368
H (-0.25466, 1.74875, -1.02352)  0.410
H (0.23209, -0.70325, -1.18963)  0.427
H (-2.27374, 0.11524, 0.40280)  0.248
H (-3.16992, -0.78247, -0.96475)  0.281

Output
**E**: -307.51094 a.u.
**Frontier orbital gap**: 8.29 eV
**HOMO level**: -8.2 eV
**Net charge**: 0
**Structure (SMILES)**: C/C=C/O.C=O
**LUMO**: 0.0018 Ha
**Strongest force on any atom**: 7.0 eV/Å

The following is a DFT calculation (ωB97M-V/def2-TZVPD) of the molecule C20H21Cl3N2O in a non-equilibrium geometry.

Each line ends with the Mulliken charge.
Geometry (Å):
Cl (-2.86702, 4.21147, -6.06726)  -0.226
Cl (-1.98701, 3.73398, 2.25586)  -0.212
Cl (-4.46994, -0.24755, -3.47789)  -0.208
N (-2.15814, 1.22703, 0.18266)  -0.672
O (-2.20578, 0.04316, -1.89881)  -0.446
C (-1.70500, 0.28752, -0.65089)  -0.369
C (-0.32564, 1.77914, 3.33924)  -0.765
C (-3.66573, 2.05359, -4.63987)  -0.714
C (-1.55371, 3.07465, -3.81829)  -1.085
C (0.40883, 0.52594, 3.26596)  -0.804
C (-2.66606, 3.01373, -4.75137)  0.233
C (-1.11452, 2.15211, 2.21426)  -0.184
C (-3.42905, 1.06385, -3.63830)  0.715
C (-1.22224, 1.13098, 1.20516)  1.079
C (-2.36466, 1.07579, -2.78905)  -0.348
C (-0.44979, 0.05969, 1.11077)  -0.044
C (-1.38720, 2.02821, -2.86233)  1.402
C (0.49625, -0.30174, 2.12588)  0.304
N (-0.75843, -0.61514, -0.08488)  0.153
C (-0.12691, 2.16813, -2.06079)  -1.294
C (-0.22914, -1.79487, -0.90414)  -0.979
C (1.73286, -4.03308, 2.05867)  -1.213
C (3.96813, -1.23820, 1.34165)  -1.243
C (0.92622, -2.68013, 2.44465)  -0.802
C (2.93911, -0.95963, 2.41472)  -0.632
C (1.59706, -1.34051, 1.83430)  0.826
H (-0.07933, 2.42712, 4.13728)  0.451
H (-4.43430, 1.98949, -5.39826)  0.426
H (-0.91825, 3.89461, -3.88390)  0.550
H (1.01378, 0.43814, 4.15177)  0.468
H (-0.26454, 2.78673, -1.28461)  0.420
H (0.85427, 2.30268, -2.62300)  0.401
H (0.09373, 1.19876, -1.66996)  0.171
H (0.74996, -1.53119, -1.21287)  0.422
H (-0.81783, -1.83411, -1.81176)  0.377
H (-0.23781, -2.73616, -0.28696)  0.210
H (0.89932, -4.73270, 2.22014)  0.434
H (1.92790, -3.99181, 0.99723)  0.310
H (2.67897, -4.32752, 2.69383)  0.245
H (3.79889, -0.57790, 0.46638)  0.328
H (4.04857, -2.31916, 1.11505)  0.268
H (5.00930, -1.21168, 1.82009)  0.384
H (0.71642, -2.56745, 3.51642)  0.484
H (-0.10139, -2.81433, 1.98386)  0.390
H (3.04560, -1.57070, 3.33484)  0.326
H (2.99200, 0.07119, 2.81643)  0.398
H (1.64226, -1.31216, 0.76809)  0.062

Output
**E**: -2339.95456 a.u.
**Frontier orbital gap**: 8.72 eV
**HOMO level**: -8.3 eV
**Net charge**: 0
**Structure (SMILES)**: CCC(CC)c1ccc(Cl)c2nc(Oc3c(C)cc(Cl)cc3Cl)n(C)c12
**LUMO**: 0.0162 Ha
**Strongest force on any atom**: 5.9 eV/Å

The following is a DFT calculation (ωB97M-V/def2-TZVPD) of a cluster of 2 separate species, C2HClF2OS in total in a non-equilibrium geometry.

Each line ends with the Mulliken charge.
Geometry (Å):
C (-0.72089, 0.05468, 0.96492)  0.688
C (-0.06993, -0.03364, -0.30997)  -0.269
O (-0.88395, 1.03331, 1.65277)  -0.468
F (-1.53894, -1.00050, 1.20249)  -0.202
F (0.92520, 0.96200, -2.44262)  -0.195
S (0.64972, 1.38312, -0.90555)  0.363
Cl (1.83038, -1.44826, 0.90873)  -0.316
H (-0.19159, -0.95072, -1.07078)  0.399

Output
**E**: -1210.06363 a.u.
**Frontier orbital gap (alpha / beta)**: 6.79 / 7.54 eV
**HOMO level (alpha / beta)**: -9.9 / -10.5 eV
**Net charge**: 0
**LUMO (alpha / beta)**: -0.1160 / -0.1085 Ha
**Strongest force on any atom**: 4.4 eV/Å

The following is a DFT calculation (ωB97M-V/def2-TZVPD) of the molecule C18H22F6N4O2 in a non-equilibrium geometry.

Each line ends with the Mulliken charge.
Geometry (Å):
C (-2.20304, -3.69987, 0.07799)  -1.269
N (-2.30456, -2.27489, -0.04207)  -0.167
C (-1.26983, -1.30237, 0.11923)  0.591
C (-1.56798, -0.07477, 0.07751)  -0.149
C (-2.91503, 0.33398, -0.26859)  0.292
O (-3.27166, 1.59954, -0.09037)  -0.688
N (-4.02302, -0.58891, -0.14288)  0.116
C (-3.78096, -1.79260, -0.41531)  0.524
O (-4.71436, -2.57106, -0.57174)  -0.658
C (-5.25078, -0.04790, -0.57208)  -1.038
H (-5.69604, -0.19432, -1.49928)  0.423
H (-5.37150, 1.18132, -0.68192)  0.230
H (-5.93000, -0.53890, 0.11273)  0.395
C (-0.38781, 0.94394, 0.28152)  1.608
N (0.71028, 0.18172, 0.72204)  -0.621
C (0.73638, -1.09278, 1.01254)  0.048
N (-0.14876, -2.06543, 0.47219)  -0.091
H (-0.09493, -2.95396, 0.57855)  0.258
C (2.09758, -1.61529, 1.44116)  -0.629
H (2.54753, -0.90749, 2.12368)  0.211
H (1.57880, -2.42599, 2.17026)  0.219
C (2.74814, -2.39181, 0.64895)  -1.161
H (3.31848, -3.21985, 1.06541)  0.509
C (3.92844, -1.61215, 0.02620)  0.078
C (3.46858, -0.26731, -1.13958)  -1.485
C (4.69833, 0.30644, -1.61417)  -0.767
C (5.69288, 0.51543, -0.60022)  -0.005
C (6.23838, -0.35556, 0.12839)  -1.503
C (4.97306, -1.26843, 0.97835)  -1.573
H (4.65103, -0.58877, 1.66937)  0.424
H (5.44303, -1.99543, 1.35209)  0.772
H (6.91892, -0.23510, 0.76648)  0.776
H (6.71308, -1.16434, -0.51995)  0.276
H (6.48511, 1.06889, -1.13523)  0.240
H (5.21780, 1.34518, 0.11266)  0.129
H (4.26776, 1.36574, -2.08218)  0.169
H (5.08562, -0.37110, -2.52484)  0.255
H (2.72109, -0.72515, -1.36443)  1.680
H (2.97879, 0.29398, -0.18042)  0.019
H (4.36512, -2.19450, -0.78002)  0.695
H (2.31572, -2.96533, -0.14352)  0.467
C (-0.09561, 1.36861, -0.93266)  0.404
F (-1.00500, 1.85575, -1.84998)  -0.258
F (1.05870, 1.95210, -1.13193)  -0.223
F (0.28158, 0.25987, -1.95020)  -0.400
C (-0.51004, 2.04997, 1.10701)  0.577
F (-1.04258, 3.05946, 0.50187)  -0.260
F (0.59711, 2.36724, 1.75065)  -0.220
F (-1.49591, 1.92380, 2.00471)  -0.318
H (-3.35245, -4.08792, -0.17086)  0.305
H (-1.51530, -3.96101, -0.82112)  0.331
H (-1.89946, -3.98432, 0.92950)  0.463

Output
**E**: -1667.24016 a.u.
**Frontier orbital gap**: 8.69 eV
**HOMO level**: -8.8 eV
**Net charge**: 0
**Structure (SMILES)**: Cn1c2c(c(=O)n(C)c1=O)C(C(F)(F)F)(C(F)(F)F)N=C(CCC1CCCCC1)N2
**LUMO**: -0.0036 Ha
**Strongest force on any atom**: 16.3 eV/Å

The following is a DFT calculation (ωB97M-V/def2-TZVPD) of a structure of composition C36H29BeGe2N2O4 in a non-equilibrium geometry.

Each line ends with the Mulliken charge.
Geometry (Å):
Be (0.56103, -1.33414, -0.53607)  -1.687
O (-0.01157, -5.55065, -3.83953)  -0.553
C (-0.25076, -4.42820, -4.58749)  0.445
O (-0.75745, -4.58248, -5.69215)  -0.608
C (0.08062, -3.09545, -3.92733)  0.141
C (-0.54682, -1.91300, -4.36010)  -0.420
N (-0.37646, -0.97612, -3.36745)  0.181
N (0.23222, -1.52255, -2.33063)  -0.062
C (0.50445, -2.81750, -2.58790)  -0.152
C (0.96217, -3.62611, -1.32883)  1.109
O (1.06617, -4.82864, -1.32512)  -0.790
O (1.19689, -2.75826, -0.40259)  -0.314
H (0.39918, -5.32619, -2.91622)  0.393
H (-0.90522, -1.64515, -5.36985)  0.447
H (-0.48877, 0.01978, -3.37178)  0.074
C (0.24275, -0.11623, 0.48973)  1.772
Ge (0.78039, 1.62512, 0.01778)  1.177
C (2.68468, 1.84855, -0.17805)  -0.408
C (3.15464, 3.10757, -0.32161)  -0.020
C (4.54649, 3.30840, -0.52533)  -0.863
C (5.44417, 2.25486, -0.56437)  -0.414
C (4.95443, 0.95869, -0.30217)  -0.530
C (3.60168, 0.76693, -0.13184)  -0.167
C (0.57272, 2.80009, 1.57747)  -0.260
C (1.52646, 2.80295, 2.60816)  -0.113
C (1.28175, 3.51613, 3.78978)  -0.775
C (0.07598, 4.23428, 3.95510)  -0.483
C (-0.86856, 4.24281, 2.92624)  -0.779
C (-0.64046, 3.48454, 1.75329)  0.044
C (0.04105, 2.35423, -1.60487)  -0.175
C (0.82334, 2.76779, -2.66456)  -0.010
C (0.27659, 3.55031, -3.71293)  -0.653
C (-1.05113, 3.87418, -3.73277)  -0.480
C (-1.89918, 3.33423, -2.74546)  -0.838
C (-1.36560, 2.51029, -1.73764)  -0.288
H (2.55841, 3.96922, -0.34741)  0.588
H (4.88830, 4.28975, -0.65474)  0.433
H (6.53048, 2.42010, -0.86088)  0.260
H (5.65183, 0.15275, -0.26921)  0.447
H (3.21660, -0.27045, -0.04692)  0.017
H (2.45797, 2.27737, 2.39270)  0.372
H (1.99577, 3.49723, 4.61952)  0.331
H (-0.09260, 4.72610, 4.88637)  0.416
H (-1.72674, 4.89131, 3.05984)  0.370
H (-1.49681, 3.40206, 1.05162)  0.187
H (1.89396, 2.53968, -2.73659)  0.280
H (0.95699, 3.93271, -4.45766)  0.402
H (-1.41997, 4.51456, -4.50158)  0.394
H (-2.96307, 3.40180, -2.86529)  0.394
H (-2.04559, 2.09224, -1.00941)  0.488
Ge (-0.88402, -0.57489, 1.90011)  1.040
C (-2.63307, -1.05346, 1.12382)  -0.275
C (-2.80747, -1.94572, 0.06598)  0.709
C (-4.03341, -2.20823, -0.49605)  -1.054
C (-5.16530, -1.55434, -0.01103)  -0.350
C (-5.05781, -0.67115, 1.06743)  -0.742
C (-3.79254, -0.41200, 1.58036)  -0.264
C (-0.36941, -2.30578, 2.72512)  -0.034
C (-0.63698, -3.59482, 2.20501)  0.245
C (-0.27537, -4.72302, 2.92158)  -0.811
C (0.38336, -4.59111, 4.14798)  -0.356
C (0.63078, -3.35149, 4.69209)  -0.733
C (0.30855, -2.19255, 3.89186)  -0.328
H (-1.07831, 0.44157, 3.05303)  -0.437
H (-1.94447, -2.35701, -0.43395)  -0.067
H (-4.15140, -2.94955, -1.29864)  0.370
H (-6.06869, -1.56522, -0.58603)  0.353
H (-5.89343, -0.13098, 1.49911)  0.371
H (-3.66299, 0.31220, 2.34706)  0.397
H (-1.00314, -3.70998, 1.19942)  0.258
H (-0.52142, -5.73396, 2.53096)  0.318
H (0.72165, -5.44311, 4.67550)  0.408
H (1.09561, -3.14400, 5.66221)  0.349
H (0.58585, -1.21888, 4.32382)  0.314

Output
**E**: -5968.38725 a.u.
**Frontier orbital gap**: 5.77 eV
**HOMO level**: -3.4 eV
**Net charge**: -1
**LUMO**: 0.0854 Ha
**Strongest force on any atom**: 3.2 eV/Å